[1]
DFT (wB97M-V/def2-TZVPD) results for an isolated molecule of C5H2O2 at a distorted geometry.

Structure (ORCA input):
```
! wB97M-V def2-TZVPD RIJCOSX def2/J DEFGRID3
* xyz 0 1
O 0.08 1.71 0.05
O -1.76 -1.22 -0.11
C 0.95 0.70 0.03
C -1.13 1.13 -0.01
C -0.51 -1.46 0.18
C -1.77 0.14 -0.30
C 0.63 -0.64 0.02
H 1.59 -1.34 0.04
H 1.93 0.98 0.10
*
```

Properties
* energy relative to the best compared isomer or geometry (same formula, charge and spin): 5.202 eV
* E_tot: -9303.130 eV
* HOMO energy (spin up / spin down): -8.33 / -8.33 eV
* Kohn-Sham gap (spin up / spin down): 7.38 / 7.37 eV

Need the natural (NBO) charges? In units of e they are: atom 1 (O): -0.427, atom 2 (O): -0.441, atom 3 (C): 0.280, atom 4 (C): 0.162, atom 5 (C): 0.332, atom 6 (C): 0.177, atom 7 (C): -0.540, atom 8 (H): 0.257, atom 9 (H): 0.200


[2]
DFT (wB97M-V/def2-TZVPD) results for a cluster of 11 separate species, C5H30N3O10 in total at a distorted geometry.

Structure (ORCA input):
```
! wB97M-V def2-TZVPD RIJCOSX def2/J DEFGRID3
* xyz 1 1
O -3.80 0.22 0.98
O 1.49 -1.67 2.40
O -2.19 1.60 -3.55
O 1.64 4.19 -0.43
O -2.17 2.04 -0.56
O -2.71 -0.91 3.11
O -1.33 -0.82 -0.86
O 0.01 1.18 3.85
O -2.98 -2.61 0.79
O 1.52 1.00 1.58
N 3.09 -2.47 -0.27
N 0.59 1.49 -0.76
N 1.24 -1.75 -1.26
C 0.83 1.17 -2.25
C 2.11 0.39 -2.36
C 3.40 -1.37 -0.99
C 1.79 -2.61 -0.35
C 2.28 -0.86 -1.59
H -2.73 -1.82 2.79
H -4.71 0.49 1.07
H 2.87 1.15 -2.14
H 0.88 2.20 -2.62
H 1.09 2.30 -0.45
H 0.70 4.30 -0.67
H -0.62 0.47 4.01
H -2.93 -0.85 4.05
H 2.33 0.21 -3.43
H 0.02 0.66 -2.76
H -1.86 -1.61 -0.72
H -2.84 -3.57 0.76
H 0.84 0.66 -0.22
H 0.24 -1.60 -1.30
H 0.82 1.04 4.35
H -3.38 -0.32 1.68
H -2.43 0.74 -3.19
H 1.77 5.01 0.06
H 1.15 1.54 2.29
H -0.47 1.58 -0.74
H -2.82 2.70 -0.84
H -1.60 -0.26 -0.12
H 1.23 -3.35 0.20
H 0.71 -2.21 2.24
H 1.92 0.27 2.08
H 4.42 -0.97 -0.98
H -3.92 -2.75 0.58
H -2.64 1.66 -4.40
H -2.81 1.33 -0.34
H 2.16 -2.37 2.41
*
```

Properties
* energy relative to the best compared isomer or geometry (same formula, charge and spin): 0.000 eV
* E_tot: -30612.049 eV
* HOMO energy: -10.87 eV
* Kohn-Sham gap: 8.04 eV

Need the natural (NBO) charges? In units of e they are: atom 1 (O): -1.033, atom 2 (O): -0.948, atom 3 (O): -0.952, atom 4 (O): -0.946, atom 5 (O): -0.980, atom 6 (O): -0.975, atom 7 (O): -0.975, atom 8 (O): -0.962, atom 9 (O): -0.963, atom 10 (O): -1.000, atom 11 (N): -0.469, atom 12 (N): -0.738, atom 13 (N): -0.549, atom 14 (C): -0.205, atom 15 (C): -0.471, atom 16 (C): -0.061, atom 17 (C): 0.174, atom 18 (C): 0.049, atom 19 (H): 0.505, atom 20 (H): 0.497, atom 21 (H): 0.240, atom 22 (H): 0.221, atom 23 (H): 0.457, atom 24 (H): 0.467, atom 25 (H): 0.490, atom 26 (H): 0.502, atom 27 (H): 0.243, atom 28 (H): 0.234, atom 29 (H): 0.505, atom 30 (H): 0.483, atom 31 (H): 0.465, atom 32 (H): 0.439, atom 33 (H): 0.482, atom 34 (H): 0.516, atom 35 (H): 0.474, atom 36 (H): 0.494, atom 37 (H): 0.498, atom 38 (H): 0.468, atom 39 (H): 0.497, atom 40 (H): 0.492, atom 41 (H): 0.179, atom 42 (H): 0.468, atom 43 (H): 0.504, atom 44 (H): 0.218, atom 45 (H): 0.491, atom 46 (H): 0.480, atom 47 (H): 0.505, atom 48 (H): 0.488


[3]
DFT (wB97M-V/def2-TZVPD) results for a cluster of 11 separate species, C5H31NO12 in total at a distorted geometry.

Structure (ORCA input):
```
! wB97M-V def2-TZVPD RIJCOSX def2/J DEFGRID3
* xyz 0 1
O -1.26 1.05 0.87
O 0.89 -1.63 0.73
O -0.42 -0.78 2.80
O 3.58 2.04 0.74
O -3.29 0.44 2.23
O -2.11 -1.83 -0.89
O -2.12 -2.80 2.95
O 0.28 2.08 2.97
O -0.89 3.82 -2.63
O -0.63 -4.05 0.92
O 2.01 0.28 2.39
O -0.11 -1.31 -4.01
N 0.54 1.49 -0.26
C 1.22 -1.20 -3.91
C 1.57 1.25 -1.31
C 1.50 0.30 -3.78
C -0.41 0.62 0.11
C 0.85 1.04 -2.64
H 1.10 0.04 2.26
H 2.68 0.39 -3.66
H 1.56 -1.42 -4.97
H 1.21 -0.93 1.41
H -3.12 -2.56 2.85
H -1.49 -3.80 1.40
H 1.58 -2.06 -3.31
H 1.17 0.71 -4.69
H 2.17 2.25 -1.35
H 3.19 1.28 1.22
H -0.58 -3.26 0.36
H -2.75 -2.46 -1.22
H -0.88 3.77 -1.78
H -1.85 3.87 -2.85
H -2.70 0.43 1.51
H 2.36 0.19 3.25
H -1.06 -0.42 2.17
H 0.11 -2.11 1.04
H 0.85 2.19 -3.23
H 0.22 2.41 2.05
H -0.41 -0.42 -0.35
H 4.15 1.49 0.14
H 0.53 2.41 0.14
H 2.13 0.36 -1.06
H -2.08 -3.08 3.86
H -2.57 -1.11 -0.42
H -0.43 -1.49 -3.13
H -1.07 -1.23 3.25
H -2.83 1.14 2.78
H -0.13 0.62 -2.42
H -0.64 1.91 3.24
*
```

Properties
* energy relative to the best compared isomer or geometry (same formula, charge and spin): 7.429 eV
* E_tot: -31744.336 eV
* HOMO energy: -9.78 eV
* Kohn-Sham gap: 9.61 eV
* SMILES string: O=CNCCCCO.O.O.O.O.O.O.O.O.O.O

Need the natural (NBO) charges? In units of e they are: atom 1 (O): -0.746, atom 2 (O): -0.974, atom 3 (O): -0.974, atom 4 (O): -0.958, atom 5 (O): -0.962, atom 6 (O): -0.969, atom 7 (O): -0.960, atom 8 (O): -0.923, atom 9 (O): -0.911, atom 10 (O): -0.932, atom 11 (O): -0.969, atom 12 (O): -0.717, atom 13 (N): -0.598, atom 14 (C): -0.077, atom 15 (C): -0.235, atom 16 (C): -0.415, atom 17 (C): 0.510, atom 18 (C): -0.414, atom 19 (H): 0.491, atom 20 (H): 0.190, atom 21 (H): 0.164, atom 22 (H): 0.481, atom 23 (H): 0.496, atom 24 (H): 0.482, atom 25 (H): 0.179, atom 26 (H): 0.216, atom 27 (H): 0.239, atom 28 (H): 0.494, atom 29 (H): 0.453, atom 30 (H): 0.492, atom 31 (H): 0.445, atom 32 (H): 0.469, atom 33 (H): 0.476, atom 34 (H): 0.499, atom 35 (H): 0.477, atom 36 (H): 0.473, atom 37 (H): 0.229, atom 38 (H): 0.462, atom 39 (H): 0.209, atom 40 (H): 0.456, atom 41 (H): 0.393, atom 42 (H): 0.208, atom 43 (H): 0.485, atom 44 (H): 0.485, atom 45 (H): 0.467, atom 46 (H): 0.490, atom 47 (H): 0.463, atom 48 (H): 0.201, atom 49 (H): 0.462


> energy relative to the best compared isomer or geometry (same formula, charge and spin) of number 3 (C5H31NO12)?

7.429 eV